(1)
96
Properties=species:S:1:pos:R:3:forces:R:3 method="wB97M-V/def2-TZVPD" max_force_ev_per_a=3.86 total_energy_ev=-99352.21355
H 7.469 1.348 -0.151 -0.4 -0.2 -0.3
H 1.648 3.526 -1.307 -0.1 -0.4 -0.3
C -3.523 2.237 -3.754 -0.2 0.0 -1.1
H 0.203 1.281 3.593 -0.2 0.6 0.0
H 4.004 0.866 4.061 -0.4 0.1 0.1
H -4.314 -2.678 4.047 0.1 0.2 0.9
C -4.126 -2.407 3.031 -0.1 -0.9 -0.5
O 2.586 -5.063 -4.801 -0.7 1.1 -1.6
H 1.161 5.953 -2.399 0.4 0.0 -0.1
O 0.221 -0.521 1.439 -0.1 -0.2 -0.4
H -1.489 -2.923 3.236 0.5 1.5 0.6
C -0.572 -5.917 1.105 -0.4 0.8 -0.4
H -0.683 -1.230 3.448 0.0 -0.5 0.2
H -3.697 -5.047 1.177 -0.3 -0.5 0.0
C 0.310 -4.480 -4.389 -0.3 0.4 1.2
H 1.908 -4.404 -6.741 -0.1 -0.6 0.1
H 2.932 -3.283 -5.936 0.3 -0.3 0.3
H -0.450 -5.539 -1.062 0.2 0.1 0.2
H -2.365 1.675 -5.610 -0.4 0.2 0.9
H -2.142 3.394 3.039 0.6 0.3 -1.4
C -2.160 3.365 1.903 -0.3 -1.0 1.3
C 1.474 -5.421 -4.002 -0.9 0.1 0.6
C -1.749 3.032 -2.631 -0.1 -0.9 -2.1
H 1.699 -5.188 -2.972 0.5 0.0 0.5
C 6.925 0.735 0.574 0.5 -0.5 -1.1
H 5.344 3.271 -0.576 -0.1 -0.8 1.1
C 2.123 -3.993 -5.756 2.0 -1.0 0.1
C 1.329 4.438 -0.863 -0.1 1.2 0.4
H -2.256 2.293 1.639 -0.2 0.6 0.0
H 0.201 -5.125 1.102 -0.6 0.1 0.4
H 1.344 3.742 1.068 0.1 0.4 0.5
S -3.591 4.274 1.406 0.1 -0.3 -1.4
O 2.478 2.524 2.170 -0.4 0.1 1.9
C -1.519 -1.881 3.719 -1.3 -0.9 -0.9
H 5.941 3.240 1.151 -0.2 -0.3 -0.1
H -5.720 3.893 1.972 0.4 -0.4 0.7
C 0.954 5.838 0.837 -0.9 1.2 -1.2
H 1.546 0.285 3.604 0.7 -0.7 -0.1
H -2.212 -0.613 -0.381 0.1 0.0 -0.1
H -1.556 1.009 -0.162 -0.2 1.1 0.8
H 1.054 0.958 -1.692 0.1 -0.5 -0.7
S 2.252 2.540 3.694 0.4 -0.4 -1.0
C 1.173 1.173 4.068 -0.8 0.0 -0.2
H -1.684 -2.023 4.811 -0.1 0.5 -0.8
H -2.969 -6.904 -0.158 -0.2 -0.8 0.0
H -2.875 -5.643 -1.341 0.3 0.2 -0.5
H 7.229 1.125 1.510 0.3 0.1 1.3
H -1.293 0.237 -1.654 -0.1 0.1 -1.5
H 4.173 3.029 0.813 0.5 0.3 -0.1
C -0.923 -6.217 -0.352 -0.3 -1.9 -1.7
H 1.038 1.076 5.143 0.2 0.0 0.1
H -2.382 -4.012 0.730 -0.2 -0.4 -1.0
H -4.761 2.363 2.175 0.1 0.7 0.4
H -3.598 3.029 -1.753 -0.8 0.2 0.2
S 5.147 0.997 0.510 0.2 0.4 -0.1
C 3.711 1.810 4.533 1.2 0.8 -1.8
C -2.692 -5.082 0.781 1.3 0.6 0.7
C -2.423 2.038 -4.568 0.1 -0.2 -0.5
C -1.399 0.074 -0.620 0.1 -1.8 0.8
C -2.428 -6.022 -0.434 -0.8 1.5 1.7
H 3.615 1.726 5.604 -0.3 0.2 0.3
C 5.198 2.827 0.456 -0.4 0.2 -0.6
S 0.187 -0.607 -0.061 -0.9 0.7 0.4
H 0.758 7.693 -0.469 0.0 -0.9 0.2
C 0.886 6.601 -0.373 0.5 0.9 3.7
H 0.552 1.790 -0.295 0.4 -0.9 0.4
O -1.805 -5.591 1.818 0.5 -0.2 -1.3
O 4.655 0.642 1.871 0.3 -0.1 -0.2
H 1.165 -6.518 -3.971 0.6 1.2 -0.8
H -0.164 -6.761 1.576 0.6 -1.1 0.8
C 1.229 5.727 -1.346 -0.5 -1.6 -3.3
N 1.107 4.537 0.476 0.9 -0.6 0.3
H -0.180 -4.116 -3.454 0.2 -0.2 -0.7
H 2.052 0.713 -0.252 0.3 0.4 0.2
H -1.188 3.556 -1.871 -0.3 -0.1 0.1
H -5.053 -2.056 2.602 -0.3 -0.1 -0.3
O -3.897 3.787 0.010 0.1 0.4 0.2
H 1.252 -2.485 -4.531 -0.2 -0.3 0.0
H -4.557 2.181 -4.054 -0.1 -0.3 0.4
C 1.045 0.841 -0.624 0.1 1.1 0.2
H -0.699 -7.296 -0.740 0.0 1.9 1.0
C -4.784 3.456 2.390 -1.0 -0.3 -0.5
H -4.612 3.728 3.428 -0.3 -0.2 0.1
N -3.122 2.847 -2.617 1.9 0.2 0.6
S -2.971 -1.095 2.779 1.7 -0.9 0.4
H -0.419 -5.032 -4.943 -0.5 -0.1 -0.6
C -1.298 2.509 -3.868 0.4 1.2 1.2
H -1.360 3.810 1.326 0.6 0.1 0.5
H -0.295 2.660 -4.291 -0.5 -0.3 0.4
H 4.534 2.516 4.237 -0.6 -0.5 0.6
H 0.868 6.153 1.866 -0.1 -0.2 -0.1
H 7.209 -0.333 0.449 -0.4 0.8 0.2
O -3.480 0.093 3.492 -0.2 0.6 0.4
H 0.361 -2.912 -6.004 -0.4 0.0 0.3
C 0.946 -3.318 -5.178 -0.4 -0.2 0.7
H -3.756 -3.324 2.538 -0.2 0.6 -0.1



(2)
96
Properties=species:S:1:pos:R:3:forces:R:3 method="wB97M-V/def2-TZVPD" max_force_ev_per_a=2.69 total_energy_ev=-77091.40504 smiles="CCCOC[C@@]1(S)[C@@H](CCCCNC(C)=O)NC(=O)[C@]1(O)P(O)(O)=S.CCN(CC)CC.CCN(CC)CC"
C -7.631 1.155 -1.625 0.2 -0.6 0.1
H 7.088 -6.241 1.965 0.0 0.0 0.0
H 8.745 -4.205 3.530 0.0 0.1 0.0
S 2.490 -2.418 -2.854 0.5 0.3 -0.5
H 4.839 0.263 -4.904 0.3 -0.2 -0.3
H 3.665 2.316 1.546 0.0 0.2 0.1
C 4.447 0.698 0.370 -0.2 0.5 -0.2
O 1.289 -1.302 -5.917 -0.9 0.8 1.9
C -6.242 6.236 3.471 0.0 0.1 -0.1
H -5.772 7.173 3.777 0.0 0.0 0.0
C 5.228 -3.814 1.469 -0.1 0.1 -0.1
H -2.035 -2.896 -1.796 0.1 -0.2 -0.1
H 2.867 2.547 -2.933 0.1 0.5 -0.2
C 1.729 -0.333 -1.150 -0.7 -0.1 -0.3
O 4.115 -0.203 -4.466 0.0 -0.1 1.0
H 8.822 -5.964 1.746 0.0 0.0 0.0
H -2.637 -1.775 -0.631 -0.1 0.0 0.2
H -7.184 2.127 -1.787 0.1 0.2 -0.1
C -8.230 3.979 2.000 -0.1 0.1 -0.1
C 6.850 -1.535 3.290 0.0 0.1 -0.1
C -6.880 3.962 1.272 -0.1 -0.2 -0.2
P 2.980 0.874 -4.242 -0.7 1.0 -2.4
H -0.944 -0.446 -1.027 0.2 0.0 0.1
H -4.778 1.632 1.880 0.0 0.0 -0.1
H 6.883 -4.653 0.400 0.0 0.0 0.1
C -5.488 1.795 2.691 0.0 0.0 0.1
H -5.407 6.155 1.488 -0.1 -0.1 0.0
H 1.802 -3.344 -2.183 -0.2 0.2 0.2
O 3.474 1.809 -3.026 -0.1 -0.9 0.7
H 4.817 -2.833 1.708 0.0 0.0 0.1
H 2.416 1.440 0.704 -0.2 -0.2 0.1
H 7.005 -4.409 3.658 0.0 0.0 0.0
H 4.181 0.011 -1.672 -0.1 0.2 -0.1
H 0.862 -0.448 -0.511 -0.1 0.0 0.1
C -5.379 5.555 2.402 0.1 0.1 0.1
H -6.898 4.699 0.465 0.1 0.1 0.1
H -6.782 2.997 0.766 0.0 0.0 0.1
H -3.785 -2.478 -3.177 -0.1 -0.1 -0.2
H 4.579 -4.255 0.710 0.0 0.0 0.0
H 1.859 0.740 -1.287 0.2 0.2 0.1
C 7.995 -5.883 2.452 0.0 0.0 0.0
H 4.704 0.243 1.321 0.0 -0.3 0.1
H -8.556 4.989 2.244 0.0 0.0 0.1
H -8.207 3.396 2.921 0.0 0.0 0.0
H -5.212 1.141 3.519 0.0 0.0 0.0
N -5.676 -0.260 -2.038 -0.3 -0.8 0.6
S 2.700 1.977 -5.810 -0.1 -0.2 0.4
H -8.998 3.541 1.359 0.0 0.0 0.0
H -7.234 6.487 3.097 0.0 -0.1 0.0
H -6.353 5.620 4.364 0.0 0.0 0.0
C 7.851 -4.453 2.953 -0.1 -0.1 0.0
H 6.659 -2.200 4.133 0.0 0.0 0.0
H -1.625 -0.063 -2.569 0.0 0.3 -0.1
O 2.783 -0.924 -0.463 0.0 0.2 0.3
H 5.155 -4.441 2.358 0.1 0.0 0.0
C -3.656 -1.630 -2.511 0.1 -0.6 0.1
H 8.198 -6.548 3.292 0.0 0.0 0.0
C 7.893 -2.111 2.323 0.1 0.1 0.1
C 1.387 -0.965 -2.536 0.1 -1.1 0.5
H -8.410 1.214 -0.881 -0.2 0.2 0.1
H 7.950 -1.469 1.439 -0.1 -0.1 -0.1
H -6.132 -0.422 -2.923 0.1 0.5 -0.3
H -1.087 -0.908 -4.441 -0.3 -0.1 0.0
H -3.541 -0.769 -3.159 0.1 0.3 0.0
C -2.383 -1.877 -1.680 -0.1 0.7 0.0
N -5.677 4.178 2.055 0.1 0.2 -0.1
C 4.063 -0.347 -0.656 0.4 -0.5 0.0
H 7.213 -0.588 3.696 0.0 0.0 0.0
C -0.067 -1.542 -2.706 -0.7 0.7 -0.9
H 8.875 -2.033 2.799 0.0 -0.1 0.0
C 3.433 1.807 0.617 -0.1 0.1 0.1
H -8.041 0.779 -2.557 -0.1 0.1 -0.2
H 3.439 2.558 -0.167 0.0 0.1 -0.2
H -5.568 -2.338 -1.882 -0.2 -0.1 0.2
C -6.590 0.190 -1.098 -0.1 0.3 0.7
H -6.474 1.484 2.348 0.0 0.0 0.0
H -0.096 -2.602 -2.506 0.3 -0.2 0.6
H -4.713 -1.505 -0.620 -0.1 0.4 0.3
H 5.904 -1.325 2.793 0.0 -0.1 0.0
C 6.662 -3.724 0.932 -0.1 -0.2 -0.2
H 6.709 -2.949 0.162 0.1 0.1 0.1
O 0.456 0.978 -3.632 0.1 0.1 0.1
H 5.350 1.170 -0.010 0.3 0.0 0.1
H -4.337 5.588 2.736 0.0 -0.1 0.0
C 0.860 -1.007 -4.821 0.3 -0.5 -1.3
C -5.469 3.246 3.147 0.0 -0.2 0.1
O -6.546 -0.112 0.084 0.2 0.1 -0.6
N -0.316 -1.506 -4.176 0.7 -0.2 -0.4
N 7.733 -3.484 1.882 0.1 0.2 -0.1
H -4.489 3.457 3.584 0.0 0.1 0.0
C 1.442 -0.038 -3.755 1.0 -0.2 -0.1
H 4.773 -1.164 -0.561 0.1 -0.3 0.0
C -1.236 -0.881 -1.977 -0.1 -0.5 0.3
H 0.684 1.519 -2.872 -0.2 0.2 0.2
C -4.934 -1.478 -1.675 0.2 -0.2 -0.7
H -6.204 3.373 3.958 0.0 0.0 0.0



(3)
107
Properties=species:S:1:pos:R:3:forces:R:3 method="wB97M-V/def2-TZVPD" max_force_ev_per_a=2.20 total_energy_ev=-136134.07171
O -6.266 22.493 -3.729 0.1 -0.2 0.6
C -13.217 22.740 -5.880 -0.5 -0.8 0.4
H -8.670 23.419 -2.856 -0.3 -0.1 0.7
H -12.811 17.356 -1.608 0.4 0.4 0.1
H -10.583 21.653 -4.410 -0.1 0.2 0.4
H -12.410 18.025 8.707 0.1 0.0 -0.1
H -7.030 16.278 0.356 -0.1 0.5 -0.4
H -15.258 21.926 -3.458 0.0 0.2 0.0
H -16.173 22.218 -6.877 0.0 0.2 -0.1
N -14.570 20.052 -1.593 -0.5 0.3 0.7
O -13.456 21.569 4.699 -0.3 0.4 -0.1
H -14.944 16.325 -2.857 -0.1 -0.4 0.1
H -5.928 17.158 1.468 0.1 -0.1 -0.6
H -15.447 21.909 -9.254 0.3 0.0 -0.1
H -10.762 27.292 -1.218 0.1 0.1 0.3
F -10.069 21.697 -1.714 -0.3 0.0 0.9
H -6.095 14.775 2.252 0.2 0.7 -0.2
O -12.600 26.378 -1.562 0.3 0.1 0.0
H -13.765 21.528 -8.687 0.1 0.7 0.0
C -6.980 17.000 1.178 1.0 -0.8 1.8
H -16.534 19.175 -1.655 0.0 0.2 0.2
C -12.937 20.557 5.052 0.1 -0.6 0.1
H -5.678 20.321 0.868 -0.5 0.0 -0.2
C -3.840 21.974 -3.835 0.4 -1.1 1.0
H -7.206 14.812 3.594 -0.1 0.1 0.0
C -13.478 18.204 -1.571 0.8 -1.6 0.1
C -12.403 19.036 8.305 0.1 0.4 0.0
H -15.940 21.498 -1.011 -0.2 0.1 -0.5
F -10.456 23.887 -0.804 0.0 0.1 0.4
H -3.141 21.484 -4.517 -0.1 0.3 -0.4
H -8.756 18.937 -3.360 0.2 -0.4 -0.2
H -14.912 23.345 -2.443 -0.4 -0.1 0.2
H -15.079 20.575 -8.167 -0.2 0.0 -0.1
F -12.080 22.149 -0.268 0.0 -0.3 -0.1
H -12.454 18.040 6.433 0.2 0.1 -0.5
H -13.330 19.519 8.617 0.0 0.0 -0.1
C -4.367 22.212 4.142 -0.7 0.5 1.2
H -3.653 23.042 -3.803 -0.2 0.0 -0.4
H -5.109 22.111 4.949 -0.2 -0.2 -0.2
H -12.425 20.189 -1.503 0.2 0.0 0.0
H -11.998 25.628 -1.583 -0.2 -0.2 0.1
C -11.558 20.353 3.147 0.3 0.3 -1.8
H -11.579 19.585 8.760 -0.1 0.0 0.2
H -11.245 19.380 6.525 0.0 -0.2 -0.3
H -7.338 18.654 -0.061 0.3 -0.1 0.0
F -10.251 20.647 0.520 -0.2 0.6 -0.3
H -8.698 18.129 0.791 -0.1 0.3 0.6
H -7.236 23.364 -1.792 -0.1 0.1 0.1
H -10.616 22.732 -5.780 -0.1 0.1 0.0
H -13.640 22.373 -2.969 0.2 -0.6 0.4
H -3.488 21.578 -2.875 -0.6 0.1 0.2
O -8.952 16.998 -2.430 0.6 0.2 -0.4
H -11.466 19.647 2.317 -0.4 -0.9 0.8
O -13.220 19.944 6.214 0.0 0.6 0.2
H -16.449 16.725 -2.001 0.0 -0.2 0.0
O -12.059 19.829 4.361 0.4 -0.5 -0.4
H -8.252 24.847 -1.834 0.1 0.1 -0.1
O -5.482 24.186 -4.988 0.4 0.3 -0.1
C -7.117 15.056 2.534 -0.6 -0.9 0.0
C -14.928 21.476 -1.415 0.8 -0.2 1.6
C -15.375 16.590 -1.894 -0.2 0.5 0.0
H -5.237 19.175 2.082 -0.2 -0.1 0.2
H -6.467 20.725 3.806 0.3 -0.4 0.1
H -14.305 21.821 -0.583 0.0 0.0 -0.1
H -12.093 28.373 -1.660 0.1 -0.1 -0.2
C -6.200 23.777 -4.125 -0.9 -0.7 -0.3
F -10.601 22.889 1.564 -0.2 -0.1 -0.7
H -7.985 20.136 1.845 -0.4 -0.3 -0.3
O -14.335 22.018 -6.103 0.1 0.6 -0.2
N -7.354 19.348 1.925 0.6 -0.1 0.0
C -14.668 22.294 -2.613 -0.3 1.0 -1.6
H -10.526 20.691 3.214 -0.2 0.5 0.6
C -6.003 19.912 1.835 -0.3 0.2 0.9
H -6.529 21.898 2.567 0.5 0.3 -0.3
C -15.467 19.071 -1.563 0.4 -0.4 -0.5
As -10.351 22.314 -0.064 0.9 -0.2 0.2
C -7.631 18.318 0.951 -0.8 0.5 -1.8
C -12.246 19.050 6.780 -0.4 -0.4 0.8
H -7.778 14.380 1.972 0.1 -0.2 0.1
C -13.278 19.539 -1.558 -1.5 -0.2 -0.2
H -9.880 18.752 -2.043 0.0 0.2 -0.2
C -7.874 24.001 -2.395 0.1 -0.6 -1.1
H -3.437 22.104 4.701 0.4 -0.3 -0.7
H -5.243 21.632 -5.316 -0.5 0.1 0.0
H -4.471 23.251 3.819 0.2 0.0 -0.4
H -15.157 15.870 -1.111 0.1 -0.1 -0.1
C -11.134 22.477 -4.853 0.3 -0.2 -0.7
H -10.303 18.000 -3.579 0.2 0.3 -0.3
H -12.099 27.731 -0.063 0.3 -0.3 0.2
H -5.635 20.606 -3.956 0.3 0.0 0.4
C -9.465 18.238 -2.918 -1.0 -0.1 1.1
H -15.088 23.519 -7.412 0.3 0.0 0.4
H -12.213 21.090 2.686 0.1 0.5 0.7
C -15.156 22.455 -7.191 -0.1 -0.5 -0.7
O -7.554 16.366 2.327 0.1 0.4 0.0
O -7.151 24.498 -3.551 0.6 0.9 0.4
N -14.824 17.895 -1.553 0.5 1.6 -0.3
O -12.435 21.936 -5.165 0.7 0.3 0.3
C -5.275 21.594 -4.223 0.9 0.8 -1.0
H -11.184 23.376 -4.246 -0.1 -0.2 0.3
F -8.643 22.508 0.236 -0.3 -0.1 -0.5
C -5.947 21.022 2.888 0.1 -0.4 -0.2
O -4.574 21.263 3.132 0.2 0.4 0.2
C -14.816 21.608 -8.417 -0.6 -0.7 0.5
H -8.016 16.978 -2.648 0.0 -0.2 0.1
O -13.000 23.866 -6.210 0.2 0.2 -0.3
C -11.826 27.480 -1.090 -0.6 0.3 -0.2



(4)
91
Properties=species:S:1:pos:R:3:forces:R:3 method="wB97M-V/def2-TZVPD" max_force_ev_per_a=0.36 total_energy_ev=-58471.54361 charge=-1
H -5.696 -5.436 -0.110 0.0 0.0 0.0
C 3.085 4.337 4.299 0.0 0.0 0.0
H -2.642 -5.199 -5.382 0.0 0.0 0.0
C 4.711 6.405 8.185 0.0 0.0 0.0
B 1.375 0.112 -1.347 0.0 0.1 0.1
H -3.293 -3.329 -6.973 0.0 0.0 0.0
C 1.135 2.487 -1.116 0.0 -0.1 0.3
H 1.266 2.082 -3.198 0.0 0.0 0.0
H -5.422 -7.327 1.388 0.0 0.0 0.0
C -4.292 -6.004 -1.645 0.0 0.0 -0.1
H 4.345 2.973 5.381 0.0 0.0 0.0
C 0.498 1.972 -2.414 0.0 -0.1 0.0
H 3.889 4.611 -0.803 0.0 0.0 0.0
H -0.971 0.410 -4.446 0.0 0.0 0.0
H -0.925 -3.428 -6.306 0.0 0.0 0.0
H 1.391 3.725 1.323 0.0 0.0 0.0
H -2.438 -3.334 -0.355 0.0 0.0 0.0
H -2.482 0.013 -5.295 0.0 -0.1 0.0
H 2.382 3.320 6.807 0.0 0.0 0.0
H -3.986 -6.920 -2.159 0.0 0.0 0.0
H -2.512 0.729 -3.682 0.0 0.0 0.0
C 0.698 2.888 1.392 0.2 0.0 -0.1
C 0.062 2.633 0.017 0.1 -0.2 0.0
H -4.321 -4.697 -5.153 0.0 0.0 0.0
H -1.457 -1.770 -6.494 0.0 0.0 0.0
H 3.461 3.184 0.143 0.0 0.0 -0.1
H 0.889 0.741 1.641 -0.1 0.0 0.1
H -3.704 -9.075 1.034 0.0 0.0 0.0
H 3.055 7.506 7.366 0.0 0.0 0.0
H 1.958 4.062 -2.341 -0.1 0.1 0.0
H 3.639 4.219 3.366 0.0 0.0 0.0
C -3.023 -3.130 -5.932 0.0 0.0 0.0
C 3.594 6.577 7.162 0.0 0.0 0.0
H -3.266 -8.382 -0.523 0.0 0.0 0.0
H 5.317 5.523 7.971 0.0 0.0 0.0
H 0.986 -0.635 -0.439 0.0 0.0 0.0
H 2.106 5.367 8.133 0.0 0.0 0.0
H -3.679 -2.323 -5.595 0.0 0.0 0.0
O 1.943 1.403 -0.748 -0.3 0.0 0.0
H -0.050 -1.970 -4.509 0.0 0.0 0.0
H -4.854 -9.113 -0.305 0.0 0.0 0.0
C -3.353 -3.876 -0.595 0.0 0.0 0.0
H 1.505 4.593 -0.742 0.1 0.0 0.0
H 3.861 3.743 7.640 0.0 0.0 0.0
N 2.447 -0.552 -2.209 0.0 -0.1 0.0
H 5.298 2.662 -1.359 0.0 -0.1 0.0
H 2.410 1.576 1.560 0.0 0.0 0.0
H -3.933 -3.969 0.326 0.0 0.0 0.0
H 4.824 4.644 5.537 0.0 0.0 0.0
H -2.409 -5.094 -2.087 0.0 0.0 0.0
C 3.424 3.622 -0.862 0.1 -0.1 0.1
H -3.928 -3.258 -1.288 0.0 0.0 0.0
H -1.473 -1.225 -2.680 0.0 0.0 0.0
H 1.799 5.647 6.436 0.0 0.0 0.0
C -3.283 -4.366 -5.081 -0.1 0.0 0.0
C 3.194 4.053 6.830 0.0 0.0 0.0
C 1.401 1.649 1.961 0.1 -0.1 -0.1
H -0.506 1.704 0.032 0.0 0.0 0.0
C -4.087 -8.507 0.185 0.0 0.0 0.0
H 4.302 6.286 9.192 0.0 0.0 0.0
H -3.078 -4.158 -4.030 0.0 0.0 0.0
H 3.840 1.727 -1.851 0.1 0.0 0.1
H 1.449 1.671 3.049 0.0 0.1 0.0
I -0.657 3.577 2.935 -0.3 0.0 0.1
H -0.402 2.504 -2.735 0.0 0.0 0.0
C 3.951 3.986 5.502 0.0 0.0 0.0
C -1.072 -2.354 -4.450 0.0 0.0 0.0
C 1.968 3.767 -1.287 0.1 0.0 -0.3
I 4.525 3.449 -3.733 0.0 0.1 -0.2
H 5.379 7.267 8.195 0.0 0.0 0.0
I -1.407 4.110 -0.568 0.0 0.1 0.0
H -1.005 -3.286 -3.879 0.0 0.0 0.0
H -3.869 -6.578 1.111 0.0 0.0 0.0
H -6.104 -6.918 -0.943 0.0 0.0 0.0
C -3.047 -5.236 -1.210 0.1 0.0 0.0
H 2.173 -0.586 -3.186 0.1 0.0 0.1
H 2.205 3.692 4.250 0.0 0.0 0.0
C -1.983 0.021 -4.322 0.0 0.1 0.0
H 2.727 5.367 4.340 0.0 0.0 0.0
C -1.918 -1.352 -3.668 0.0 0.0 0.0
C -1.570 -2.658 -5.866 0.0 0.0 0.0
C 4.280 2.714 -1.732 -0.1 0.0 0.1
C 2.592 5.423 7.153 0.0 0.0 0.0
C -4.655 -7.164 0.626 0.0 0.0 0.0
H 2.648 -1.502 -1.921 0.0 0.1 -0.1
O 0.213 0.628 -2.150 0.2 0.0 0.0
C -5.266 -6.354 -0.518 0.0 0.0 0.0
H -4.825 -5.408 -2.393 0.0 0.0 0.0
H 4.028 6.695 6.165 0.0 0.0 0.0
H -2.929 -1.749 -3.515 0.0 0.0 0.0
H -2.458 -5.835 -0.509 0.0 0.0 0.0